The following is a quantum chemistry calculation of a structure of composition C55H85Br3N11O19 at a distorted geometry, from OMol25.

Element x y z (Å)
1 C -3.4302 1.5510 2.4283
2 C -2.3625 2.6897 2.6104
3 C -0.9161 2.2468 2.3339
4 C -0.4253 2.1228 0.8152
5 N 0.7365 1.1520 0.6082
6 C 0.1369 -0.3104 0.8258
7 C 1.2685 -1.2404 1.0553
8 C 2.1825 -0.3619 1.9781
9 C 1.8566 1.1171 1.7430
10 C 1.3995 1.1996 -0.8317
11 C 2.1294 2.5883 -1.2727
12 C 2.6905 2.5644 -2.6453
13 H -3.6456 1.4663 1.3631
14 H -4.4075 1.6801 2.8935
15 H -3.1408 0.5517 2.7533
16 H -2.6080 3.0908 3.5938
17 H -2.4592 3.6564 2.1163
18 H -0.5707 1.3948 2.9196
19 H -0.2837 2.9912 2.8178
20 H -0.0121 3.0560 0.4324
21 H -1.3433 1.9223 0.2629
22 H -0.2759 -0.5793 -0.1465
23 H -0.7269 -0.2894 1.4904
24 H 1.7268 -1.5992 0.1337
25 H 0.8574 -2.1669 1.4561
26 H 3.2570 -0.5091 1.8692
27 H 2.0181 -0.5579 3.0376
28 H 2.6600 1.7278 1.3309
29 H 1.5165 1.6126 2.6523
30 H 0.7264 0.8644 -1.6208
31 H 2.0517 0.3475 -1.0229
32 H 2.9704 2.7225 -0.5925
33 H 1.5201 3.4584 -1.0284
34 H 3.7298 2.2359 -2.6518
35 H 2.5982 3.5513 -3.0988
36 H 2.0904 1.8649 -3.2272
37 O -2.7394 -5.5449 1.1048
38 C -2.2623 -4.2644 0.7961
39 C -2.4130 -3.5427 -0.5944
40 O -1.8583 -3.9544 -1.8167
41 H -1.2347 -4.2220 1.1573
42 H -2.7478 -3.6562 1.5594
43 H -1.9363 -2.5688 -0.4828
44 H -3.4387 -3.4025 -0.9355
45 C -2.5881 7.4978 3.2334
46 Br -3.7053 6.3312 2.2273
47 Br -2.8857 9.4412 2.9665
48 Br -0.7199 7.0531 2.9953
49 H -2.8314 7.1629 4.2417
50 C -3.3135 -0.5037 5.5129
51 C -3.5316 -1.8681 5.2033
52 C -3.3165 -2.7997 6.1728
53 C -2.7591 -2.5094 7.3800
54 C -2.3185 -1.1928 7.6229
55 C -2.5596 -0.1859 6.6525
56 O -2.1246 1.0831 6.8410
57 O -3.7655 -4.0650 5.8828
58 H -3.4115 0.2364 4.7325
59 H -3.8975 -2.1149 4.2176
60 H -2.5300 -3.3414 8.0293
61 H -1.8599 -0.9916 8.5797
62 H -2.7580 1.6679 7.2634
63 H -4.4097 -4.0056 5.1736
64 C -0.2912 -2.9759 4.4277
65 C 0.1259 -4.2156 4.0159
66 C 1.4465 -4.5946 4.0164
67 C 2.3657 -3.6737 4.4706
68 C 1.9842 -2.4376 4.9013
69 C 0.6630 -2.0137 4.8777
70 O 0.3144 -0.7453 5.1792
71 O 1.9158 -5.8770 3.8015
72 H -1.3412 -2.7272 4.4723
73 H -0.5500 -5.0023 3.7149
74 H 3.4128 -3.8787 4.6381
75 H 2.8328 -1.8104 5.1311
76 H -0.6149 -0.5164 5.1043
77 H 1.4185 -6.4734 3.2370
78 C -7.8026 1.3623 0.9118
79 C -7.0161 0.7052 1.8261
80 C -6.3697 -0.5185 1.5403
81 C -6.5248 -1.0394 0.2715
82 C -7.2342 -0.3144 -0.7297
83 C -7.8234 0.8845 -0.4220
84 O -8.5765 1.4555 -1.4233
85 O -5.6322 -1.1436 2.5202
86 H -8.2658 2.3292 1.0424
87 H -6.9870 1.2374 2.7654
88 H -6.1115 -2.0282 0.1381
89 H -7.2815 -0.7125 -1.7326
90 H -8.9016 0.8244 -2.0696
91 H -5.1476 -1.9571 2.3626
92 C 2.2393 -7.0402 -1.8236
93 C 3.5325 -7.1420 -1.3743
94 C 3.8315 -5.9929 -0.5808
95 C 3.0399 -4.9348 -0.1731
96 C 1.6852 -5.0364 -0.6500
97 C 1.3140 -6.0910 -1.4298
98 O 0.0181 -6.1141 -2.0128
99 O 5.1090 -5.9155 -0.0222
100 H 1.9954 -7.8378 -2.5097
101 H 4.3318 -7.8394 -1.5771
102 H 3.2960 -4.0878 0.4460
103 H 0.9407 -4.2839 -0.4359
104 H -0.4308 -5.2926 -1.8000
105 H 5.7582 -6.5388 -0.3563
106 C -4.1050 2.1818 -3.3909
107 C -3.3351 1.7200 -2.3109
108 C -3.4423 0.4325 -1.8719
109 C -4.2727 -0.5065 -2.5235
110 C -5.0635 -0.0403 -3.5693
111 C -4.9657 1.2398 -4.0430
112 O -5.7578 1.5847 -5.1218
113 O -2.7602 0.0169 -0.8063
114 H -4.0670 3.1737 -3.8165
115 H -2.6581 2.3431 -1.7453
116 H -4.3202 -1.5273 -2.1741
117 H -5.7084 -0.7555 -4.0582
118 H -6.0132 0.7543 -5.5301
119 H -2.7938 -0.9408 -0.8638
120 C 3.5155 2.5551 -7.6912
121 C 3.4107 1.2171 -7.5306
122 C 2.5485 0.6663 -6.5780
123 C 1.6291 1.5423 -5.9185
124 C 1.6980 2.8979 -6.2079
125 C 2.6399 3.3729 -7.0438
126 O 2.5776 4.6539 -7.4451
127 O 2.6175 -0.6102 -6.1701
128 H 4.1160 2.9980 -8.4720
129 H 4.1390 0.6383 -8.0792
130 H 0.9437 1.1138 -5.2023
131 H 0.9542 3.6120 -5.8865
132 H 3.4063 4.8743 -7.8766
133 H 2.1195 -0.7582 -5.3628
134 C -0.7031 4.6863 -2.2064
135 O -0.8147 3.5100 -2.7591
136 N 0.1878 5.5053 -2.6282
137 N -1.2894 5.0905 -1.1171
138 H 0.7526 5.4121 -3.4603
139 H 0.3750 6.3909 -2.1800
140 H -1.9268 4.4616 -0.6498
141 H -1.1074 6.0278 -0.7877
142 C 6.1430 0.3609 1.3688
143 O 5.4458 1.2940 1.7279
144 N 6.7624 -0.4658 2.0745
145 N 6.2669 -0.0031 0.1597
146 H 6.7698 -0.2478 3.0607
147 H 7.4977 -0.9538 1.5831
148 H 7.1348 -0.3902 -0.1822
149 H 5.8408 0.6802 -0.4499
150 C 4.8518 4.6242 1.8125
151 O 4.6735 5.7995 1.5720
152 N 4.0092 3.9194 2.5550
153 N 5.8857 3.8658 1.3968
154 H 4.4210 3.0601 2.8898
155 H 3.2190 4.3087 3.0490
156 H 6.7504 4.3028 1.1115
157 H 5.8252 2.8661 1.5275
158 C 6.3593 -0.2441 -4.5954
159 O 7.4493 -0.7507 -4.7518
160 N 5.9933 1.0352 -4.6428
161 N 5.3111 -0.9159 -4.3492
162 H 4.9861 1.0937 -4.5948
163 H 6.4990 1.8649 -4.9185
164 H 4.4186 -0.6131 -3.9861
165 H 5.4691 -1.9035 -4.2090
166 C 0.2205 -1.6588 -3.3315
167 O 1.0195 -0.8867 -3.8044
168 N -1.0017 -1.3019 -2.8218
169 N 0.5149 -2.7960 -2.9965
170 H -1.4008 -0.3881 -2.9827
171 H -1.3723 -2.0505 -2.2540
172 H -0.1896 -3.3928 -2.5872
173 H 1.4316 -3.1948 -3.1406

Output
* orbital gap (spin up / spin down): 6.65 / 6.46 eV
* DFT total energy: -11900.43474 Ha
* spin multiplicity: 2
* lowest unoccupied orbital energy (spin up / spin down): -0.837 / -1.034 eV

Here are the Löwdin charges for atoms 1 to 2, given in e: number 1, C, carries -0.081; number 2, C, carries -0.222

---

The following is a quantum chemistry calculation of the ion C3H8N with charge +2 at a distorted geometry, from OMol25.

Element x y z (Å)
1 C 0.3412 -1.6956 0.1074
2 C -0.6403 -0.4354 0.0939
3 C -0.0640 2.0943 -0.2025
4 N 0.1521 0.8330 -0.0468
5 H 0.1344 -2.7398 0.5627
6 H 1.2441 -1.2940 0.8194
7 H 0.6634 -1.7525 -1.0500
8 H -1.1788 -0.2799 0.9994
9 H -1.4585 -0.4503 -0.6418
10 H 0.5524 2.8007 0.2284
11 H -0.9055 2.2639 -0.9475
12 H 1.1594 0.6556 0.0776

Output
* total charge: +2
* relative energy (zero: lowest compared OMol25 entry of this formula, charge and spin): 89.1 kcal/mol
* orbital gap (spin up / spin down): 11.63 / 5.98 eV
* DFT total energy: -172.88903 Ha
* spin multiplicity: 2
* lowest unoccupied orbital energy (spin up / spin down): -11.930 / -17.110 eV

Here are the Löwdin charges for atoms 1 to 2, given in e: number 1, C, carries 0.087; number 2, C, carries -0.018

---

The following is a quantum chemistry calculation of the molecule C3H4F2N2 at a distorted geometry, from OMol25.

Element x y z (Å)
1 N -1.5721 0.7456 -0.0406
2 N -1.2613 -0.4520 0.6262
3 C -0.1595 -0.9024 0.8603
4 C 1.2387 -0.6199 0.2933
5 C 1.2089 0.4301 -0.6471
6 F 2.1345 0.7538 -1.4601
7 F 0.3624 1.5776 -0.5961
8 H -1.0258 0.9515 -0.9533
9 H -2.6866 0.8558 -0.2132
10 H -0.3091 -1.9404 1.6041
11 H 2.0700 -1.3998 0.5266

Output
* SMILES: N/N=C\C=C(F)F
* relative energy (zero: lowest compared OMol25 entry of this formula, charge and spin): 95.5 kcal/mol
* orbital gap: 8.99 eV
* DFT total energy: -425.77641 Ha
* spin multiplicity: 1
* lowest unoccupied orbital energy: 0.264 eV

Here are the Löwdin charges for atoms 1 to 2, given in e: number 1, N, carries -0.036; number 2, N, carries -0.085

---

The following is a quantum chemistry calculation of the molecule C15H12N2O3 at a distorted geometry, from OMol25.

Element x y z (Å)
1 C 1.8835 0.0158 2.8489
2 C 1.0741 1.2432 2.3484
3 O 1.6180 2.3397 2.6358
4 C -0.0822 1.1004 1.4497
5 C -1.0098 2.0490 1.7299
6 N -1.9460 2.5198 0.8120
7 C -2.7008 3.7085 1.1030
8 C -2.1671 1.8133 -0.3957
9 O -3.0867 2.1980 -1.0781
10 C -1.4021 0.6175 -0.6559
11 C -1.7671 -0.1193 -1.7047
12 C -0.9103 -1.3006 -2.0018
13 C 0.2340 -1.5916 -1.2176
14 C 1.2108 -2.5453 -1.6724
15 N 2.4217 -2.7585 -1.1211
16 C 3.0653 -3.5946 -2.0141
17 C 2.1529 -3.9353 -3.0298
18 O 0.9489 -3.3155 -2.7993
19 C 0.4222 -0.8607 -0.0342
20 C -0.3232 0.3151 0.1764
21 H 1.1665 -0.8220 3.0403
22 H 2.4535 0.1017 3.7966
23 H 2.6512 -0.3019 2.0763
24 H -0.9523 2.6556 2.6318
25 H -2.2916 4.2942 1.9254
26 H -2.5743 4.3514 0.2686
27 H -3.7330 3.6672 1.2046
28 H -2.7252 0.0527 -2.2605
29 H -1.1652 -1.9067 -2.8972
30 H 4.0528 -4.0005 -2.0625
31 H 2.3735 -4.7050 -3.7999
32 H 1.1080 -1.2855 0.6971

Output
* SMILES: CC(=O)c1cn(C)c(=O)c2ccc(-c3ncco3)cc12
* relative energy (zero: lowest compared OMol25 entry of this formula, charge and spin): 51.3 kcal/mol
* orbital gap: 8.03 eV
* DFT total energy: -913.97848 Ha
* spin multiplicity: 1
* lowest unoccupied orbital energy: -0.359 eV

Here are the Löwdin charges for atoms 1 to 2, given in e: number 1, C, carries -0.034; number 2, C, carries -0.365